{
  "formula": "C32H23ClN5S4Tl",
  "method": "ωB97M-V with the def2-TZVPD basis set",
  "total_energy_ev": -101568.097,
  "total_charge": -2,
  "fmax_ha_per_bohr": 0.0122,
  "lumo_ev": 4.2011,
  "mol_weight_g_mol": 845.67,
  "elements": ["Tl", "N", "C", "S", "N", "N", "C", "C", "C", "C", "C", "C", "C", "C", "C", "C", "C", "C", "N", "H", "H", "H", "H", "H", "H", "H", "H", "H", "H", "H", "S", "C", "C", "C", "C", "C", "C", "S", "H", "H", "H", "H", "S", "C", "C", "C", "C", "C", "C", "N", "C", "C", "C", "C", "C", "C", "C", "H", "H", "H", "H", "H", "H", "H", "H", "Cl"],
  "positions_angstrom": [[0.3359, -0.0473, 0.0279], [-0.5478, 1.9462, -4.3981], [-0.6848, 1.2216, -3.2204], [0.0106, -0.3263, -3.1428], [-1.4341, 1.8838, -2.3439], [-1.5791, 1.2884, -1.1345], [-2.4967, 1.7787, -0.3847], [-3.3187, 2.9514, -0.8056], [-4.6613, 2.8079, -1.1346], [-5.4239, 3.9103, -1.5067], [-4.8487, 5.1725, -1.5380], [-3.5076, 5.3232, -1.1977], [-2.7486, 4.2211, -0.8356], [-2.7533, 1.1776, 0.9547], [-3.6268, 1.7758, 1.8589], [-3.8310, 1.1705, 3.0859], [-3.1757, -0.0133, 3.3778], [-2.3232, -0.5376, 2.4162], [-2.1242, 0.0427, 1.2419], [0.2495, 1.6593, -4.9402], [-0.6608, 2.9409, -4.2693], [-5.1081, 1.8203, -1.1041], [-6.4672, 3.7811, -1.7693], [-5.4402, 6.0347, -1.8238], [-3.0509, 6.3056, -1.2159], [-1.7043, 4.3273, -0.5651], [-4.1069, 2.7127, 1.6130], [-4.4870, 1.6317, 3.8157], [-3.2992, -0.5156, 4.3285], [-1.7661, -1.4510, 2.5941], [-0.5289, -2.4388, -0.4240], [-0.2129, -3.3062, 1.0727], [-0.6986, -4.6235, 1.1624], [-0.4747, -5.4358, 2.2629], [0.2548, -4.9327, 3.3360], [0.7381, -3.6358, 3.2735], [0.5352, -2.7946, 2.1633], [1.1956, -1.1704, 2.2480], [-1.2728, -5.0032, 0.3234], [-0.8685, -6.4465, 2.2825], [0.4453, -5.5428, 4.2131], [1.3056, -3.2333, 4.1054], [5.3284, -0.8704, -0.4229], [4.8743, -2.5090, -0.0936], [5.6602, -3.5876, 0.3084], [5.0347, -4.8028, 0.5364], [3.6504, -4.9389, 0.3682], [2.8728, -3.8704, -0.0380], [3.4927, -2.6453, -0.2753], [2.8328, -1.4949, -0.6758], [3.6266, -0.4980, -0.7777], [3.1988, 0.8726, -1.1283], [4.1288, 1.7385, -1.7164], [3.7605, 3.0198, -2.0818], [2.4536, 3.4391, -1.8400], [1.5440, 2.5848, -1.2349], [1.8873, 1.2815, -0.8794], [6.7287, -3.4759, 0.4499], [5.6230, -5.6524, 0.8636], [3.1757, -5.8909, 0.5735], [1.7972, -3.9451, -0.1572], [5.1399, 1.3917, -1.9071], [4.4797, 3.6841, -2.5477], [2.1485, 4.4449, -2.1092], [0.5468, 2.9419, -1.0146], [0.1767, 2.3521, 1.7968]],
  "forces_ev_per_a": [[0.4727, -0.3813, 0.1670], [0.1117, -0.0950, -0.0416], [-0.2882, 0.0860, 0.0308], [-0.1084, 0.1235, -0.0974], [0.2529, -0.1745, 0.0059], [-0.1372, 0.0094, -0.1001], [-0.1058, -0.0445, 0.2918], [-0.0643, -0.0257, 0.0632], [-0.0205, 0.0071, -0.0549], [0.0648, -0.0182, 0.0376], [0.0430, -0.0394, 0.0134], [-0.0261, -0.0396, -0.0005], [0.0429, 0.0502, 0.0223], [0.0350, 0.1379, -0.2930], [-0.0742, 0.0555, 0.0267], [-0.0126, 0.0410, 0.0243], [-0.0113, -0.0413, -0.0278], [0.0650, 0.0096, -0.0835], [0.1431, 0.0700, 0.0664], [0.0297, 0.0129, -0.0136], [0.0001, 0.0188, 0.0102], [0.0069, 0.0195, -0.0100], [-0.0066, -0.0049, -0.0025], [0.0049, 0.0000, -0.0012], [-0.0010, 0.0062, 0.0025], [-0.0262, -0.0119, 0.0081], [-0.0052, -0.0121, 0.0122], [-0.0006, -0.0012, -0.0067], [0.0019, 0.0086, -0.0127], [0.0235, 0.0275, -0.0021], [-0.0533, 0.0797, 0.0077], [-0.0629, -0.0334, 0.0634], [-0.0253, 0.0939, -0.0285], [0.0298, 0.0750, -0.0214], [0.0102, 0.0590, -0.0652], [-0.0018, 0.0537, -0.0626], [-0.0166, -0.0061, 0.0831], [-0.0977, -0.0105, 0.0973], [0.0195, 0.0073, 0.0147], [0.0000, 0.0121, -0.0100], [0.0042, 0.0183, -0.0124], [-0.0041, -0.0034, -0.0136], [-0.0289, 0.1192, 0.0216], [0.0630, -0.0405, -0.0181], [-0.0583, -0.0142, -0.0125], [-0.0363, 0.1102, -0.0119], [0.0108, 0.0369, -0.0118], [-0.0347, -0.1039, -0.0121], [-0.1746, 0.0599, -0.0287], [0.0833, -0.0991, 0.0541], [0.0803, 0.1352, -0.1010], [0.1339, -0.2190, 0.0145], [-0.0169, 0.0274, 0.0138], [-0.1094, -0.0638, 0.0380], [0.0668, -0.0593, 0.0355], [-0.0115, 0.0531, 0.0382], [-0.1810, -0.0763, -0.0046], [-0.0207, -0.0050, -0.0002], [-0.0023, 0.0057, -0.0079], [0.0100, 0.0142, 0.0049], [0.1669, -0.0128, -0.0450], [-0.0209, 0.0034, 0.0093], [-0.0098, -0.0071, 0.0007], [-0.0047, -0.0049, 0.0044], [0.0435, 0.0043, 0.0026], [-0.1605, -0.0031, -0.0708]],
  "lowdin_charge": [0.38, 0.02, -0.94, 0.51, -0.02, 0.01, -0.22, -0.19, -0.04, -0.10, -0.12, -0.09, -0.02, -0.27, -0.02, -0.08, -0.06, -0.13, 0.06, 0.05, 0.07, 0.12, 0.09, 0.09, 0.09, 0.11, 0.11, 0.09, 0.09, 0.09, 0.54, -0.73, -0.17, -0.15, -0.14, -0.16, -0.72, 0.54, 0.08, 0.08, 0.08, 0.08, 1.06, -0.48, -0.12, -0.12, -0.08, 0.00, -0.29, 0.09, -0.50, -0.25, -0.08, -0.11, -0.09, -0.17, -0.23, 0.09, 0.09, 0.10, 0.08, 0.08, 0.09, 0.09, 0.05, -0.27]
}